[1]
CH4N3O | ωB97M-V/def2-TZVPD

Positions of all 9 atoms, in Å:
O -1.691 0.434 0.092
N 1.840 0.214 -0.126
N -2.245 -0.672 -0.122
N -0.489 0.800 -0.133
C 0.583 -0.010 0.120
H 2.668 -0.241 0.148
H 2.058 1.013 -0.731
H 0.493 -0.842 0.685
H -3.217 -0.697 0.066

Calculated values
Charge: +1
Electronic energy, eV: -7606.359
Molar mass, g/mol: 74.06
HOMO energy (spin up / spin down), eV: -15.7 / -15.7

[2]
CH4N3O2 | ωB97M-V/def2-TZVPD

Positions of all 10 atoms, in Å:
O 1.604 -0.600 -1.549
O -0.170 -1.567 -1.961
N -1.180 -0.391 1.266
N 1.404 0.154 -0.523
N -0.622 -1.396 -0.846
C -0.850 -0.681 0.077
H -0.878 -1.043 2.117
H 1.242 -0.456 -2.421
H 0.976 0.965 -0.779
H -1.838 0.342 1.518

Calculated values
Charge: +1
Electronic energy, eV: -9652.034
Molar mass, g/mol: 90.06
HOMO energy (spin up / spin down), eV: -15.2 / -14.7

[3]
CH4N3O3 | ωB97M-V/def2-TZVPD

Positions of all 11 atoms, in Å:
O -0.524 -1.129 -0.421
O -0.031 -0.687 1.689
O 1.025 -2.391 0.549
N 1.186 1.451 -0.369
N -1.101 1.646 -0.563
N 0.250 1.208 -0.961
C 0.031 -1.206 0.610
H -1.488 0.644 -0.446
H 0.082 0.830 -1.884
H -0.818 1.964 0.340
H 1.387 -2.330 1.456

Calculated values
Charge: -1
Electronic energy, eV: -11713.635
Molar mass, g/mol: 106.06
HOMO energy, eV: -4.4

[4]
CH4N3P | ωB97M-V/def2-TZVPD

Positions of all 9 atoms, in Å:
P 1.574 0.069 -0.298
N 1.161 1.516 0.147
N -1.683 1.091 -0.225
N -1.429 0.021 -0.095
C -0.881 -1.110 0.012
H 2.119 -0.422 1.062
H -1.048 -1.835 0.807
H 0.681 2.116 -0.414
H -0.494 -1.446 -0.996

Calculated values
Charge: 0
Electronic energy, eV: -14857.152
Molar mass, g/mol: 89.04
HOMO energy, eV: -8.5

[5]
CH4N3S2 | ωB97M-V/def2-TZVPD

Positions of all 10 atoms, in Å:
S 3.540 0.926 -0.707
S 1.684 1.392 -1.291
N 0.245 0.838 -0.919
N -1.565 0.350 0.544
N 0.059 -1.252 0.132
C -0.387 0.038 -0.031
H -2.106 -0.355 0.979
H -0.295 -1.889 0.833
H 1.010 -1.241 0.046
H -2.184 1.192 0.414

Calculated values
Charge: +1
Electronic energy, eV: -27234.397
Molar mass, g/mol: 122.20
HOMO energy, eV: -14.4

[6]
CH4N4 | ωB97M-V/def2-TZVPD

Positions of all 9 atoms, in Å:
N 0.326 -0.920 -0.088
N 1.737 0.798 -0.112
N 1.168 -0.338 0.524
N -2.119 0.369 -0.301
C -2.368 -0.475 0.438
H 2.512 1.233 0.357
H 1.255 1.063 -0.914
H -0.005 -0.428 -0.944
H -2.507 -1.302 1.040

Calculated values
Charge: 0
Electronic energy, eV: -7059.242
Molar mass, g/mol: 72.07
HOMO energy, eV: -9.6
SMILES: [H]/N=N\N.C#N

[7]
CH4N4 | ωB97M-V/def2-TZVPD

Positions of all 9 atoms, in Å:
N 0.461 0.953 0.981
N -0.977 -1.168 0.356
N 0.019 -0.196 0.162
N 0.780 1.672 -0.195
C 0.273 0.726 -0.941
H -0.482 -2.061 0.527
H 1.265 0.818 1.579
H 0.371 0.577 -2.045
H -1.709 -1.322 -0.424

Calculated values
Charge: 0
Electronic energy, eV: -7057.690
Molar mass, g/mol: 72.07
HOMO energy, eV: -8.9

[8]
CH4N4 | ωB97M-V/def2-TZVPD

Positions of all 9 atoms, in Å:
N -1.982 -1.500 -0.444
N 0.322 0.676 -0.018
N -0.590 1.065 0.805
N -1.139 -1.726 -1.109
C 1.188 -0.268 0.282
H 0.286 1.155 -0.922
H 1.816 -0.769 -0.459
H -1.056 1.986 0.547
H 1.154 -0.619 1.317

Calculated values
Charge: 0
Electronic energy, eV: -7060.371
Molar mass, g/mol: 72.07
HOMO energy (spin up / spin down), eV: -7.8 / -7.8

[9]
CH4N4 | ωB97M-V/def2-TZVPD

Positions of all 9 atoms, in Å:
N 0.029 0.110 0.181
N 1.365 -0.139 -1.310
N -0.170 0.655 -1.190
N -1.052 -0.331 0.997
C 1.143 -0.507 -0.134
H -1.314 0.386 1.666
H 1.682 -1.202 0.590
H -1.853 -0.675 0.512
H 0.171 1.703 -1.313

Calculated values
Charge: 0
Electronic energy, eV: -7057.413
Molar mass, g/mol: 72.07
HOMO energy, eV: -9.4
SMILES: Nn1cn[nH]1

[10]
CH4N4O | ωB97M-V/def2-TZVPD

Positions of all 10 atoms, in Å:
O 0.273 -0.545 -2.265
N -0.607 2.015 0.124
N -1.422 1.845 0.982
N 0.412 1.465 -0.282
N 0.603 -0.337 -0.002
C 0.598 -0.994 -1.156
H 0.398 1.485 -1.340
H 1.045 -0.672 0.796
H 1.080 -1.911 -0.952
H -1.346 0.772 1.294

Calculated values
Charge: 0
Electronic energy, eV: -9105.281
Molar mass, g/mol: 88.07
HOMO energy, eV: -9.7

[11]
CH4N4O | ωB97M-V/def2-TZVPD

Positions of all 10 atoms, in Å:
O 0.794 2.484 -0.313
N -0.524 1.880 1.502
N 0.570 -0.239 0.087
N -0.127 -0.976 -0.707
N 0.182 -2.180 -0.850
C 0.172 1.973 0.517
H -0.732 -0.456 -1.297
H -0.530 -2.581 -1.469
H 1.117 -1.034 0.486
H -0.921 1.131 2.044

Calculated values
Charge: 0
Electronic energy, eV: -9106.503
Molar mass, g/mol: 88.07
HOMO energy, eV: -9.5

[12]
CH4N4O2 | ωB97M-V/def2-TZVPD

Positions of all 11 atoms, in Å:
O 1.132 1.151 -0.533
O -0.587 -1.657 -0.329
N -1.504 1.131 0.358
N -2.127 0.073 -0.210
N 1.049 -1.003 0.197
N -1.627 -1.002 -0.484
C 1.630 0.131 -0.141
H -1.525 1.979 -0.150
H -0.502 0.841 0.546
H 2.689 0.080 -0.109
H 1.370 -1.724 0.856

Calculated values
Charge: 0
Electronic energy, eV: -11150.399
Molar mass, g/mol: 104.07
HOMO energy (spin up / spin down), eV: -9.6 / -9.6

[13]
CH4N4O2 | ωB97M-V/def2-TZVPD

Positions of all 11 atoms, in Å:
O -0.050 2.438 0.498
O 1.000 2.421 -1.409
N -0.511 -1.331 0.140
N 0.519 1.861 -0.474
N 0.495 0.544 -0.430
N -0.370 -1.370 -1.079
C 0.075 -0.094 0.729
H -0.562 -2.103 0.843
H -0.798 0.515 1.279
H -0.658 -2.352 -1.590
H 0.862 -0.527 1.494

Calculated values
Charge: 0
Electronic energy, eV: -11147.746
Molar mass, g/mol: 104.07
Spin multiplicity: 3
HOMO energy (spin up / spin down), eV: -7.6 / -9.9

[14]
CH4N5 | ωB97M-V/def2-TZVPD

Positions of all 10 atoms, in Å:
N 0.845 1.672 -0.390
N 2.744 0.098 0.154
N 3.117 -0.802 -0.451
N 2.125 0.893 0.649
N -0.164 1.186 -0.336
C -1.176 0.434 0.131
H -1.862 0.393 -0.669
H -1.819 0.947 0.785
H 3.789 -1.497 -0.171
H -0.951 -0.609 0.542

Calculated values
Charge: +1
Electronic energy, eV: -8539.700
Molar mass, g/mol: 86.08
HOMO energy, eV: -15.0

[15]
CH4N5O | ωB97M-V/def2-TZVPD

Positions of all 11 atoms, in Å:
O 0.175 0.855 0.314
N -3.118 0.267 -0.016
N -2.670 -0.905 -0.342
N -2.197 1.126 0.245
N -1.061 0.290 0.068
N -1.393 -0.882 -0.291
C 1.414 0.155 0.129
H 1.641 -0.032 -0.984
H 2.232 0.858 0.318
H -4.133 0.547 -0.120
H 1.442 -0.729 0.680

Calculated values
Charge: +1
Electronic energy, eV: -10586.795
Molar mass, g/mol: 102.08
HOMO energy, eV: -16.3
SMILES: CO[n+]1nn[nH]n1

[16]
CH4N5S | ωB97M-V/def2-TZVPD

Positions of all 11 atoms, in Å:
S -1.668 0.273 2.707
N -0.447 -0.162 -1.222
N -1.247 0.177 1.146
N -1.604 0.191 -1.074
N -1.934 0.620 0.160
N 1.990 -0.382 -0.873
C 0.545 -0.749 -0.802
H -2.690 1.029 2.705
H 2.151 0.489 -1.364
H 2.442 -0.507 0.074
H 2.462 -0.980 -1.456

Calculated values
Charge: +1
Electronic energy, eV: -19373.538
Molar mass, g/mol: 118.14
HOMO energy (spin up / spin down), eV: -13.1 / -13.1

[17]
CH4N6O | ωB97M-V/def2-TZVPD

Positions of all 12 atoms, in Å:
O 0.255 1.862 -0.095
N 2.364 0.003 0.112
N -2.373 0.259 0.052
N 0.524 -1.547 -0.113
N -0.754 -1.398 0.037
N -1.067 -0.121 0.043
N 1.050 -0.262 -0.091
C 0.064 0.664 0.005
H 2.532 0.706 -0.603
H -2.790 0.567 -0.838
H 2.331 0.561 1.014
H -2.698 0.741 0.879

Calculated values
Charge: 0
Electronic energy, eV: -12086.826
Molar mass, g/mol: 116.08
HOMO energy, eV: -9.6
SMILES: Nn1nnn(N)c1=O

[18]
CH4N6O | ωB97M-V/def2-TZVPD

Positions of all 12 atoms, in Å:
O -2.067 -0.154 0.055
N -1.252 -1.202 0.145
N 1.533 0.689 0.186
N -0.491 1.907 0.031
N 1.932 -0.635 -0.003
N 0.279 0.726 -0.382
N 0.938 -1.389 -0.067
C -0.150 -0.625 0.052
H 2.047 1.599 -0.149
H -3.101 -0.509 -0.537
H -1.531 1.285 -0.532
H -0.558 1.936 1.083

Calculated values
Charge: 0
Electronic energy, eV: -12080.818
Molar mass, g/mol: 116.08
HOMO energy, eV: -8.7

[19]
CH4N6O | ωB97M-V/def2-TZVPD

Positions of all 12 atoms, in Å:
O -1.851 0.390 0.682
N -0.763 1.019 -0.065
N 1.048 0.019 1.165
N 0.620 -0.573 -1.060
N -0.198 -0.218 -1.971
N -1.064 0.678 -1.409
N 1.965 -0.964 1.257
C 0.380 0.186 0.101
H -1.909 1.058 -1.819
H 2.765 -0.666 1.778
H 1.641 -1.848 0.818
H -2.633 0.918 0.523

Calculated values
Charge: 0
Electronic energy, eV: -12084.067
Molar mass, g/mol: 116.08
HOMO energy, eV: -8.1
SMILES: N/N=c1\nn[nH]n1O

[20]
CH4NO | ωB97M-V/def2-TZVPD

Positions of all 7 atoms, in Å:
O -0.475 0.134 -0.496
N -0.043 1.219 0.064
C 0.016 -1.226 -0.120
H 0.937 -1.299 0.435
H 0.768 1.214 0.679
H -0.753 1.946 0.162
H -0.450 -1.988 -0.725

Calculated values
Charge: +1
Electronic energy, eV: -4627.157
Molar mass, g/mol: 46.05
HOMO energy (spin up / spin down), eV: -16.0 / -16.8